No. 1
Computed, not measured: C21H26AsN3NbOS3 as an isolated structure, with ωB97M-V/def2-TZVPD.

Structure (XYZ):
```
56
Properties=species:S:1:pos:R:3:lowdin_charge:R:1
Nb -0.806 0.147 -0.009 1.8802
C -2.262 -1.178 3.271 -0.0724
C -0.893 -0.656 3.357 -0.5756
N -0.190 -0.335 2.277 -0.0525
C 1.047 0.169 2.589 -0.3507
C 1.265 0.315 3.964 -0.2990
S -0.059 -0.271 4.850 1.1894
C 2.076 0.390 1.582 -0.3136
C 3.343 0.894 1.664 -0.2767
S 3.959 1.340 0.104 1.1650
C 2.531 0.618 -0.628 -0.5634
N 1.587 0.336 0.254 -0.0509
C 2.420 0.500 -2.135 -0.0498
H -2.435 -2.004 2.596 0.0842
H -2.927 -0.324 3.042 0.0906
H -2.536 -1.544 4.277 0.1063
H 1.985 0.936 4.483 0.0995
H 3.861 1.187 2.548 0.0894
H 3.399 0.311 -2.557 0.0868
H 2.110 1.484 -2.554 0.0919
H 1.708 -0.267 -2.482 0.0792
S -0.561 2.842 -3.735 1.1507
C -1.220 1.367 -4.294 -0.3455
C -1.508 0.529 -3.252 -0.1988
C -1.074 0.960 -1.960 -0.3364
C -0.574 2.243 -2.106 -0.5178
C -0.176 2.998 -0.908 -0.2558
C 0.333 4.307 -0.975 0.0162
C 0.535 5.029 0.187 -0.0006
C 0.215 4.417 1.388 -0.0055
C -0.434 3.164 1.394 -0.1010
N -0.592 2.457 0.296 -0.0392
H -1.514 1.286 -5.330 0.0957
H -1.887 -0.471 -3.511 0.1092
H 0.302 4.762 -1.934 0.1055
H 0.966 6.062 0.166 0.1576
H 0.395 5.003 2.318 0.1425
H -0.807 2.762 2.350 0.1322
C -1.508 -4.781 -0.426 -0.1749
As -0.211 -3.442 -0.888 1.2499
C 0.249 -3.612 -2.735 -0.1492
C 1.445 -3.670 0.226 -0.1335
O -0.595 -1.676 -0.424 -0.6416
H -2.251 -4.298 0.257 0.0681
H -1.030 -5.700 -0.058 0.0771
H -2.036 -5.104 -1.338 0.0646
H 1.328 -3.365 -2.836 0.0761
H -0.343 -2.838 -3.205 0.0450
H -0.026 -4.592 -3.016 0.0516
H 1.638 -4.699 0.507 0.0557
H 1.447 -2.968 1.113 0.0648
H 2.118 -3.432 -0.593 0.0246
C -2.734 0.565 0.610 -0.2203
H -2.597 1.278 1.396 0.0168
H -3.109 -0.370 0.994 0.0123
H -3.362 0.938 -0.174 0.0459
```

Spin multiplicity ... 1
Electronic energy ... -123585.235 eV
Total charge ... +3

No. 2
Computed, not measured: C5H9N2O as an isolated structure, with ωB97M-V/def2-TZVPD.

Structure (XYZ):
```
17
Properties=species:S:1:pos:R:3:lowdin_charge:R:1
C 1.985 -0.901 0.282 -0.2059
C 1.957 0.553 -0.141 -0.0250
C -1.308 -0.195 -0.922 -0.0299
C -2.289 -0.467 0.231 -0.1748
C -0.333 -0.194 0.246 -0.3849
N 0.927 -1.554 0.281 0.2105
N 0.544 0.944 0.408 0.1255
O -1.317 -0.292 1.215 0.0191
H 2.946 -1.423 0.547 0.1463
H 2.853 1.100 0.160 0.1332
H 1.746 0.625 -1.270 0.1673
H -1.363 -0.956 -1.687 0.1248
H -1.322 0.900 -1.291 0.1509
H -3.203 0.330 0.144 0.1758
H -2.752 -1.516 0.337 0.1597
H 0.572 1.216 1.463 0.2451
H 0.358 1.829 -0.003 0.1624
```

Spin multiplicity ... 1
Electronic energy ... -10348.037 eV
Total charge ... +1

No. 3
Computed, not measured: one molecule with the formula C13H25N3O4, with ωB97M-V/def2-TZVPD.

Structure (XYZ):
```
45
Properties=species:S:1:pos:R:3:lowdin_charge:R:1
C 0.898 -4.190 2.548 -0.0618
N 0.335 -2.890 2.281 0.0155
C 1.024 -1.793 1.908 -0.4366
O 2.237 -1.803 1.763 0.0597
C 0.221 -0.462 1.642 -0.1966
C 0.387 0.535 2.793 -0.1209
C -0.656 1.679 2.815 -0.4448
C -0.143 2.824 3.638 -0.0932
C -1.998 1.249 3.355 -0.0807
N 0.618 0.105 0.340 0.1406
C -0.010 -0.190 -0.808 -0.4375
O -0.968 -0.933 -0.857 0.0757
C 0.433 0.576 -2.071 -0.1410
N -0.719 0.682 -2.983 0.1249
C -0.843 1.460 -4.018 -0.5413
C -2.181 1.428 -4.732 0.0198
O 0.087 2.142 -4.439 0.0365
C 1.618 -0.167 -2.676 -0.3964
C 1.274 -1.532 -3.314 -0.0255
O 2.267 0.568 -3.676 -0.0372
H 1.512 -4.506 1.689 0.0928
H 0.087 -4.930 2.598 0.0921
H 1.544 -4.091 3.418 0.0890
H -0.628 -2.787 2.367 0.1077
H -0.863 -0.689 1.666 0.1371
H 0.312 0.052 3.734 0.1148
H 1.403 0.914 2.727 0.1219
H -0.839 2.062 1.772 0.1495
H 0.726 3.295 3.219 0.0728
H 0.131 2.468 4.636 0.0895
H -0.916 3.589 3.776 0.0826
H -2.596 2.138 3.462 0.0727
H -2.477 0.573 2.661 0.0712
H -1.948 0.768 4.336 0.0901
H 1.435 0.706 0.275 0.1620
H 0.761 1.555 -1.827 0.1497
H -1.528 0.117 -2.793 0.1400
H -2.135 2.073 -5.601 0.0853
H -2.406 0.458 -5.093 0.0715
H -2.950 1.802 -4.069 0.0842
H 2.344 -0.419 -1.879 0.1507
H 1.075 -2.251 -2.518 0.0756
H 2.096 -1.879 -3.944 0.0836
H 0.388 -1.424 -3.973 0.0856
H 1.593 1.117 -4.148 0.0687
```

Spin multiplicity ... 1
Electronic energy ... -26548.405 eV
Structure (SMILES) ... CNC(=O)[C@@H](CC(C)C)NC(=O)[C@H](NC(C)=O)[C@@H](C)O

No. 4
Computed, not measured: a 2-piece molecular cluster, CH7N2O3 overall, with ωB97M-V/def2-TZVPD.

Structure (XYZ):
```
13
Properties=species:S:1:pos:R:3:lowdin_charge:R:1
C 1.422 -0.032 0.174 -0.2148
N 1.146 0.813 -0.803 0.1817
N 1.768 -1.280 -0.047 0.2090
O -2.846 0.896 0.217 0.0720
O -0.882 -0.291 0.257 -0.1985
O -2.159 -0.272 0.685 -0.0523
H 1.684 0.432 1.167 0.1866
H 0.763 1.653 -0.636 0.0771
H 0.771 0.428 -1.702 0.1676
H -2.109 0.110 1.603 0.2124
H 2.344 -1.717 0.583 0.1045
H 1.477 -1.648 -0.955 0.1564
H -3.379 0.909 -0.544 0.0984
```

Spin multiplicity ... 1
Electronic energy ... -10259.039 eV
Total charge ... +1

No. 5
Computed, not measured: C23H34F2N2ORuSSi as an isolated structure, with ωB97M-V/def2-TZVPD.

Structure (XYZ):
```
65
Properties=species:S:1:pos:R:3:lowdin_charge:R:1
Ru -0.347 1.160 1.585 0.9246
C 1.513 1.980 3.769 -0.1608
C 0.321 2.910 3.926 -0.1549
N -0.892 2.380 3.226 -0.1821
C -1.768 3.489 2.749 -0.2233
C -1.145 4.231 1.568 -0.3627
S -0.105 3.132 0.530 0.9289
C 1.589 3.664 1.015 -0.3668
C 2.424 2.476 1.466 -0.2348
N 1.694 1.549 2.361 -0.1763
H 1.353 1.075 4.358 0.1296
H 2.410 2.470 4.157 0.1343
H 0.540 3.890 3.509 0.1021
H 0.107 3.064 4.984 0.1408
H -1.433 1.837 3.896 0.1386
H -1.969 4.191 3.563 0.1358
H -2.716 3.046 2.453 0.1083
H -0.527 5.073 1.873 0.0841
H -1.928 4.628 0.923 0.0915
H 1.507 4.428 1.783 0.0752
H 2.045 4.128 0.142 0.0919
H 3.337 2.844 1.942 0.1335
H 2.715 1.889 0.594 0.1121
H 2.227 0.685 2.380 0.1196
F -1.829 -0.566 2.216 -0.0846
C -2.224 0.497 1.352 -0.3770
F -2.554 -0.108 0.157 -0.0450
H -3.152 0.895 1.763 0.1069
C 2.718 -1.873 -0.565 -0.0297
C 2.046 -1.726 -1.879 -0.2675
C 2.230 -0.461 -2.628 -0.0207
C 1.679 -2.955 -2.616 -0.0113
Si -0.551 -1.063 -0.887 0.6524
O 0.165 0.071 -0.050 -0.4245
C -1.103 -0.627 -2.567 -0.2599
C -1.430 -1.570 -3.549 -0.0965
C -1.835 -1.159 -4.808 -0.0480
C -1.920 0.196 -5.101 -0.0378
C -1.599 1.144 -4.138 -0.0484
C -1.190 0.736 -2.880 -0.0812
C -0.867 -2.692 -0.134 -0.2656
C -1.809 -3.582 -0.663 -0.0718
C -2.049 -4.798 -0.044 -0.0458
C -1.353 -5.140 1.107 -0.0384
C -0.424 -4.261 1.654 -0.0516
C -0.187 -3.044 1.039 -0.1114
H 3.788 -2.038 -0.765 0.1349
H 2.364 -2.738 -0.008 0.0904
H 2.640 -0.966 0.035 0.0811
H 3.260 -0.465 -3.019 0.1375
H 2.139 0.414 -1.985 0.0938
H 1.561 -0.376 -3.482 0.0975
H 2.619 -3.399 -2.986 0.1421
H 1.060 -2.755 -3.488 0.0902
H 1.223 -3.710 -1.973 0.1047
H -1.364 -2.630 -3.339 0.0964
H -2.088 -1.893 -5.561 0.1190
H -2.239 0.514 -6.085 0.1205
H -1.670 2.198 -4.371 0.1168
H -0.937 1.477 -2.130 0.0903
H -2.380 -3.320 -1.545 0.1012
H -2.783 -5.478 -0.455 0.1192
H -1.541 -6.091 1.588 0.1202
H 0.106 -4.528 2.558 0.1159
H 0.526 -2.355 1.477 0.0967
```

Spin multiplicity ... 1
Electronic energy ... -56145.907 eV
Total charge ... +2

No. 6
Computed, not measured: C30H52BrN3P2PbS as an isolated structure, with ωB97M-V/def2-TZVPD.

Structure (XYZ):
```
90
Properties=species:S:1:pos:R:3:lowdin_charge:R:1
N 5.389 0.230 -9.822 0.0535
C 4.385 -0.638 -9.737 -0.1287
C 3.740 -0.895 -8.520 -0.0189
C 4.127 -0.203 -7.352 -0.2188
C 5.194 0.713 -7.488 -0.0159
C 5.801 0.890 -8.742 -0.1294
C 3.449 -0.480 -6.071 -0.0188
Pb -0.554 0.229 0.106 0.9048
P -4.195 3.913 2.474 1.2208
C 2.876 0.462 -5.286 -0.0514
C 2.186 0.216 -4.054 -0.2008
C 1.853 1.354 -3.289 -0.0046
C 1.179 1.200 -2.081 -0.1895
C 0.927 -0.114 -1.793 -0.3169
C 1.177 -1.297 -2.432 -0.0771
C 1.863 -1.094 -3.638 0.0166
Br -1.699 -0.364 2.949 -0.0213
H 3.391 -1.536 -5.782 0.1173
H 2.909 1.509 -5.594 0.1261
H 2.916 -1.602 -8.504 0.1094
H 5.581 1.268 -6.638 0.1079
H 4.078 -1.155 -10.654 0.1146
H 6.636 1.589 -8.871 0.1137
H 2.101 2.363 -3.593 0.1271
H 2.105 -1.974 -4.218 0.1187
H 0.888 2.051 -1.433 0.0876
H 0.879 -2.276 -2.020 0.1146
P 1.781 0.723 1.508 0.8296
C -4.673 3.151 0.859 -0.3776
C -5.823 3.856 0.145 -0.1387
H -4.922 2.100 1.051 0.0927
H -3.768 3.185 0.241 0.0887
H -6.319 3.167 -0.546 0.0852
H -6.579 4.231 0.842 0.0744
H -5.463 4.697 -0.455 0.0793
C -2.740 4.911 1.908 -0.3764
C -2.404 6.125 2.769 -0.1391
H -2.986 5.235 0.888 0.0881
H -1.883 4.228 1.851 0.0821
H -1.794 6.833 2.199 0.0845
H -3.303 6.656 3.095 0.0761
H -1.827 5.850 3.657 0.0791
C -3.417 2.476 3.323 -0.4538
C -4.272 1.833 4.414 -0.1558
H -2.453 2.808 3.729 0.0847
H -3.208 1.747 2.530 -0.0174
H -3.638 1.278 5.113 0.0708
H -4.845 2.569 4.985 0.0723
H -4.971 1.108 3.986 0.0809
C 1.723 -0.041 3.119 -0.4390
C 3.088 -0.463 3.611 -0.1292
H 1.029 -0.892 3.093 0.0103
H 1.251 0.708 3.764 0.0794
H 3.452 -1.342 3.077 0.0731
H 3.821 0.343 3.526 0.0801
H 2.997 -0.725 4.663 0.0846
C 1.457 2.509 1.568 -0.4070
C 2.418 3.367 0.758 -0.1315
H 1.553 2.698 2.645 0.0879
H 0.408 2.732 1.289 0.0413
H 3.345 3.525 1.315 0.0913
H 2.674 2.956 -0.224 0.0531
H 1.973 4.350 0.586 0.0829
C 3.178 0.298 0.485 -0.3888
C 3.417 -1.164 0.091 -0.1096
H 3.979 0.684 1.133 0.0934
H 3.119 0.912 -0.424 0.0653
H 3.955 -1.202 -0.865 0.0887
H 4.061 -1.660 0.823 0.0748
H 2.512 -1.772 -0.037 0.0544
C -4.527 -5.527 1.617 -0.0803
C -3.091 -5.506 1.198 -0.2104
N -2.737 -4.080 1.252 -0.0164
C -1.588 -3.584 1.770 -0.7466
S -0.729 -2.476 0.711 0.4023
N -1.032 -3.980 2.922 0.0159
C -1.617 -4.730 4.040 -0.2027
C -0.751 -5.938 4.233 -0.0710
H -4.661 -5.058 2.592 0.0793
H -4.809 -6.563 1.668 0.0792
H -5.156 -5.009 0.893 0.0868
H -2.383 -5.973 1.876 0.1003
H -2.931 -5.861 0.171 0.1358
H -3.005 -3.506 0.451 0.1162
H -0.185 -3.453 3.105 0.1194
H -1.621 -4.061 4.908 0.1342
H -2.631 -4.923 3.712 0.1016
H 0.257 -5.659 4.544 0.0867
H -1.212 -6.527 5.009 0.0824
H -0.678 -6.531 3.320 0.0809
```

Spin multiplicity ... 1
Electronic energy ... -141109.576 eV
Total charge ... +2

No. 7
Computed, not measured: C27H22IrN3O4PS3Sb as an isolated structure, with ωB97M-V/def2-TZVPD.

Structure (XYZ):
```
62
Properties=species:S:1:pos:R:3:lowdin_spin:R:1
Ir -0.159 -0.154 -0.444 1.4005
O 0.320 0.731 4.909 0.0010
C -0.834 1.372 4.658 0.0037
C -1.540 1.865 5.757 0.0002
C -2.725 2.547 5.576 0.0025
C -3.242 2.755 4.298 0.0002
C -2.564 2.251 3.211 0.0026
C -1.363 1.551 3.368 0.0067
C -0.713 1.019 2.158 0.0236
O -1.373 0.971 1.078 0.1433
N 0.570 0.631 2.286 0.0268
N 1.065 0.137 1.139 0.0726
C 2.335 -0.047 0.988 0.0287
C 2.811 -0.412 -0.344 0.0255
C 4.156 -0.637 -0.608 0.0021
C 4.544 -0.939 -1.897 0.0036
C 3.580 -1.022 -2.892 0.0073
C 2.259 -0.792 -2.557 0.0260
N 1.880 -0.480 -1.318 0.1257
H 0.753 0.541 4.049 0.0005
H -1.124 1.704 6.742 0.0000
H -3.255 2.926 6.441 0.0001
H -4.161 3.309 4.162 0.0000
H -2.940 2.388 2.206 0.0005
H 3.019 0.167 1.800 0.0020
H 4.871 -0.578 0.202 0.0008
H 5.586 -1.118 -2.126 0.0001
H 3.840 -1.264 -3.912 0.0004
H 1.472 -0.854 -3.298 0.0010
O -1.052 3.705 -1.296 0.0103
C -0.725 2.570 -1.541 0.0043
O 0.242 1.903 -0.976 0.0571
C -1.416 1.816 -2.706 -0.0024
P -1.587 0.065 -2.265 -0.0077
C -1.228 -0.912 -3.755 0.0002
C -1.211 -0.361 -5.034 0.0001
C -0.897 -1.152 -6.130 0.0000
C -0.596 -2.495 -5.958 0.0000
C -0.621 -3.054 -4.687 0.0000
C -0.934 -2.266 -3.590 0.0010
C -3.357 -0.211 -1.967 -0.0003
C -3.842 -0.212 -0.662 0.0025
C -5.200 -0.389 -0.429 0.0002
C -6.071 -0.572 -1.491 0.0000
C -5.590 -0.570 -2.794 0.0000
C -4.238 -0.391 -3.033 -0.0004
H -0.721 1.910 -3.543 -0.0001
H -2.367 2.275 -2.962 -0.0004
H -1.443 0.686 -5.185 -0.0001
H -0.885 -0.715 -7.120 0.0000
H -0.337 -3.105 -6.814 0.0000
H -0.381 -4.099 -4.542 0.0000
H -0.925 -2.697 -2.596 0.0024
H -3.164 -0.061 0.168 0.0016
H -5.573 -0.386 0.587 0.0000
H -7.128 -0.717 -1.306 0.0000
H -6.270 -0.712 -3.624 0.0000
H -3.867 -0.398 -4.051 0.0000
S 2.151 -3.787 -1.128 0.8190
Sb 0.790 -3.814 0.813 0.1419
S 2.149 -2.584 2.300 0.7417
S -0.943 -2.228 0.129 0.3209
```

Spin multiplicity ... 5
Electronic energy ... -92187.661 eV

No. 8
Computed, not measured: one molecule with the formula C5H9NO, with ωB97M-V/def2-TZVPD.

Structure (XYZ):
```
16
Properties=species:S:1:pos:R:3:lowdin_charge:R:1
C 0.042 0.954 1.257 -0.0386
C -0.059 -0.222 0.309 -0.5925
C 1.282 -0.742 -0.200 -0.0362
C -0.971 0.161 -0.894 -0.2259
O -0.481 1.320 -1.536 -0.0547
C -1.410 -2.165 0.711 0.0690
N -0.659 -1.323 1.064 0.0001
H 0.374 1.838 0.714 0.0844
H -0.948 1.145 1.685 0.0933
H 0.731 0.713 2.071 0.0886
H 1.886 -1.105 0.634 0.0894
H 1.825 0.056 -0.713 0.0857
H 1.129 -1.577 -0.896 0.0916
H -1.062 -0.676 -1.605 0.1244
H -1.980 0.404 -0.542 0.1280
H 0.193 1.061 -2.176 0.0934
```

Spin multiplicity ... 1
Electronic energy ... -8866.957 eV